[1]
Formula: C33H59BrNO23P5
Source: the OMol25 dataset
Level of theory: ωB97M-V/def2-TZVPD

```
122
Properties=species:S:1:pos:R:3:forces:R:3:mulliken_charge:R:1
C -0.696 -3.520 4.213 -0.7 0.8 -0.8 -1.768
C -1.606 -2.774 3.215 0.7 -0.6 1.0 1.352
C -1.002 -2.282 2.068 0.2 0.2 -0.6 -0.735
C -1.725 -1.583 1.108 -0.3 -0.2 0.4 -0.595
C -3.072 -1.386 1.370 -0.3 0.3 -0.5 -0.884
C -3.683 -1.886 2.512 -0.3 0.2 -0.1 -0.340
C -2.971 -2.610 3.467 0.1 0.1 -0.3 0.591
C -3.636 -3.196 4.724 -0.1 0.7 -0.3 -1.253
C -5.150 -3.049 4.636 1.5 -0.6 0.2 0.710
C -5.815 -2.096 5.400 -0.5 -0.1 -0.2 -1.235
C -7.195 -1.953 5.270 0.3 0.0 0.1 -0.485
C -7.908 -2.753 4.382 -1.2 -0.1 0.2 0.578
C -9.423 -2.551 4.217 1.6 0.6 -0.6 -0.811
C -9.648 -1.179 3.518 -0.8 -0.6 0.6 0.546
O -10.551 -0.448 3.754 0.5 -0.6 -0.5 -0.513
Br -8.263 -0.679 2.188 -0.4 0.0 0.1 -0.159
C -7.237 -3.699 3.633 0.5 -0.6 -0.2 0.188
C -5.851 -3.858 3.755 -0.8 0.0 0.1 0.243
C -5.388 -4.966 2.818 -0.7 1.3 1.9 0.107
O -4.274 -5.383 2.668 -0.6 -0.1 -0.5 -0.528
N -6.593 -5.413 2.205 1.1 0.0 -1.5 -0.250
C -7.740 -4.672 2.573 0.4 0.9 0.7 0.213
O -8.847 -4.786 2.108 0.7 -0.1 0.1 -0.570
H -1.180 -3.542 5.193 0.4 -0.3 -0.1 0.350
H 0.237 -2.945 4.269 -0.1 -0.4 0.2 0.478
H -0.506 -4.518 3.798 0.1 0.1 0.5 0.315
H 0.063 -2.464 1.905 -0.2 0.1 0.2 0.381
H -1.276 -1.200 0.194 0.0 -0.1 0.3 0.433
H -3.685 -0.819 0.666 0.2 -0.2 0.2 0.388
H -4.746 -1.671 2.616 0.2 -0.1 0.2 0.336
H -3.281 -2.637 5.606 -0.1 -0.2 -0.2 0.574
H -3.349 -4.248 4.857 -0.1 0.3 -0.1 0.421
H -5.260 -1.455 6.083 -0.1 -0.2 -0.2 0.437
H -7.712 -1.187 5.850 0.1 -0.2 -0.1 0.503
H -9.783 -3.351 3.558 -0.3 0.3 0.2 0.370
H -9.911 -2.538 5.198 -0.1 0.1 -0.4 0.356
H -6.366 -5.415 1.210 -0.8 -0.9 -0.1 0.282
C 3.580 2.412 2.347 0.2 0.3 0.3 -0.729
O 3.304 2.573 0.958 -0.7 2.9 -0.6 -0.296
P 1.709 2.448 0.440 0.0 -9.4 -0.2 0.913
O 1.355 1.314 1.371 -0.1 1.2 0.8 -0.599
O 2.207 1.834 -0.994 -0.1 1.0 -0.1 -0.177
C 3.331 0.956 -1.041 0.4 0.1 -0.1 -0.659
O 0.136 2.516 -0.168 1.1 3.7 0.2 -0.184
C -0.269 3.765 -0.769 -0.1 -0.1 -0.2 -0.703
H 4.598 2.761 2.521 -0.1 0.1 -0.2 0.239
H 2.894 3.006 2.951 0.0 -0.2 0.1 0.328
H 3.514 1.362 2.621 -0.2 0.0 -0.1 0.261
H 3.419 0.347 -0.142 -0.1 0.1 0.1 0.343
H 4.230 1.553 -1.175 0.2 -0.3 0.1 0.258
H 3.228 0.295 -1.902 -0.3 0.1 0.0 0.174
H 0.383 4.017 -1.609 -0.1 0.0 0.0 0.257
H -0.247 4.567 -0.029 -0.1 0.0 -0.1 0.312
H -1.287 3.651 -1.135 0.0 -0.1 0.1 0.244
C 5.415 -2.562 -7.974 0.0 0.1 -0.4 -0.606
O 4.392 -2.540 -6.979 -1.6 2.2 -0.5 -0.331
P 4.478 -1.383 -5.784 4.2 -3.6 5.2 0.673
O 5.961 -1.330 -5.574 -0.6 0.6 -1.1 -0.541
O 3.740 -2.369 -4.729 -0.4 0.4 -0.3 -0.343
C 4.098 -3.746 -4.653 -0.3 -0.3 -0.2 -0.546
O 4.067 -0.076 -4.834 -1.5 0.2 -3.2 0.024
C 2.809 0.575 -5.132 -0.2 0.1 0.1 -0.626
H 5.070 -3.206 -8.784 -0.2 0.1 0.1 0.247
H 5.596 -1.563 -8.369 0.2 -0.1 0.0 0.307
H 6.331 -2.978 -7.559 0.0 0.2 0.1 0.209
H 5.156 -3.903 -4.864 0.0 0.1 0.0 0.203
H 3.485 -4.317 -5.350 0.1 -0.1 0.0 0.247
H 3.887 -4.092 -3.643 0.0 0.2 0.0 0.280
H 1.983 -0.134 -5.036 0.0 0.0 0.0 0.316
H 2.831 0.986 -6.142 -0.1 0.1 0.1 0.364
H 2.663 1.389 -4.426 0.1 0.0 0.0 0.056
C 4.856 5.281 -7.089 0.3 -0.1 -0.3 -0.636
O 4.897 5.894 -5.804 2.3 -1.1 1.6 -0.350
P 4.136 5.118 -4.522 -8.3 2.8 -2.4 1.016
O 2.967 4.636 -5.348 1.0 -0.9 -0.3 -0.651
O 3.813 6.551 -3.826 0.8 -0.4 0.6 -0.353
C 3.481 7.686 -4.622 0.3 0.4 -0.1 -0.628
O 3.536 4.313 -3.159 3.6 -0.3 0.1 -0.144
C 4.492 3.953 -2.152 0.1 0.1 0.3 -0.295
H 5.589 5.788 -7.718 0.1 0.0 0.2 0.259
H 5.116 4.224 -7.025 -0.2 0.0 -0.1 0.293
H 3.869 5.403 -7.529 -0.1 -0.1 0.2 0.249
H 2.930 7.406 -5.519 0.0 -0.1 0.0 0.295
H 4.393 8.218 -4.890 -0.1 0.0 -0.1 0.243
H 2.860 8.347 -4.019 0.0 -0.2 0.2 0.277
H 5.002 4.844 -1.774 0.0 -0.1 0.1 0.359
H 5.222 3.257 -2.571 0.0 -0.1 0.2 0.395
H 3.969 3.466 -1.333 0.0 0.2 -0.1 -0.316
C 8.736 -1.499 -4.343 -0.3 0.2 -0.3 -0.349
O 9.707 -2.549 -4.227 -0.6 -2.2 -1.4 -0.403
P 9.306 -3.891 -3.336 1.8 2.4 6.8 1.175
O 8.511 -3.267 -2.235 -0.5 -0.3 -1.1 -0.646
O 10.853 -4.145 -2.912 -0.2 -0.5 -0.6 -0.376
C 11.671 -3.053 -2.509 0.3 0.1 -0.3 -0.610
O 8.942 -5.493 -3.008 -0.3 0.8 -3.4 -0.326
C 9.067 -6.416 -4.107 0.1 -0.1 0.1 -0.665
H 9.066 -0.833 -5.140 0.1 -0.2 -0.1 0.253
H 7.762 -1.900 -4.603 0.0 0.2 0.1 0.151
H 8.684 -0.936 -3.414 0.0 -0.2 0.1 0.265
H 11.098 -2.288 -1.985 -0.1 0.0 0.0 0.297
H 12.160 -2.625 -3.384 0.0 0.1 0.1 0.234
H 12.438 -3.437 -1.837 -0.1 -0.2 0.0 0.257
H 10.090 -6.417 -4.492 0.0 0.0 0.0 0.299
H 8.371 -6.152 -4.906 0.0 -0.1 0.0 0.262
H 8.826 -7.412 -3.743 0.0 0.1 0.1 0.247
C -8.998 5.815 4.905 -0.1 0.4 -0.1 -0.648
O -9.676 4.659 5.399 -1.3 0.6 2.3 -0.356
P -9.034 3.876 6.719 5.0 -4.6 -3.3 1.083
O -7.573 4.028 6.439 -0.7 0.9 0.5 -0.649
O -9.613 2.445 6.227 -0.4 0.4 0.6 -0.358
C -9.512 2.060 4.855 -0.2 0.5 -0.2 -0.275
O -8.912 3.303 8.288 -2.4 2.5 -0.3 -0.305
C -10.062 3.502 9.134 -0.1 -0.2 0.1 -0.693
H -9.673 6.321 4.216 -0.1 -0.1 0.1 0.246
H -8.745 6.495 5.718 0.1 0.0 -0.1 0.312
H -8.101 5.518 4.366 0.1 -0.1 0.2 0.266
H -8.608 2.451 4.386 0.0 0.1 0.1 0.324
H -10.395 2.408 4.321 0.1 0.0 -0.1 0.271
H -9.486 0.986 4.808 0.0 0.0 0.4 -0.081
H -10.941 3.013 8.708 0.0 0.0 0.0 0.298
H -10.258 4.568 9.264 0.0 0.0 0.1 0.298
H -9.849 3.061 10.105 0.1 0.0 -0.1 0.244
```
Forces are in eV/Å.

The SMILES is Cc1ccccc1Cc1ccc(CC(=O)Br)c2c1C(=O)NC2=O.COP(=O)(OC)OC.COP(=O)(OC)OC.COP(=O)(OC)OC.COP(=O)(OC)OC.COP(=O)(OC)OC. The calculation puts the orbital gap at 6.42 eV.

[2]
Formula: C33H59Ge2N3O7PPbS2
Source: the OMol25 dataset
Level of theory: ωB97M-V/def2-TZVPD

```
108
Properties=species:S:1:pos:R:3:forces:R:3:mulliken_charge:R:1
Pb 0.031 -1.980 -2.528 0.2 -0.1 0.3 1.222
C 2.125 2.103 2.938 0.0 0.1 -0.1 -1.327
C 1.530 1.827 1.550 -0.3 0.0 0.2 -0.393
Ge -0.397 1.457 1.629 0.0 -0.3 -0.7 1.056
C -1.588 3.013 1.442 0.2 -0.3 0.2 -0.538
C -1.604 3.843 2.734 0.0 -0.1 0.0 -1.237
C -1.028 0.554 3.250 0.3 0.0 -0.4 -0.899
C -1.470 -0.563 3.833 0.0 -0.2 0.0 1.105
Ge -1.546 -2.436 3.233 -0.2 -0.1 -0.4 0.194
C -2.547 -2.673 1.552 0.1 0.1 0.3 -0.007
C -3.973 -2.116 1.618 0.1 0.0 0.1 -1.477
C -1.702 -3.712 4.711 0.0 0.3 -0.2 -0.547
C -0.629 -3.500 5.782 0.0 -0.1 0.0 -1.010
C -2.063 -0.454 5.195 -0.1 0.1 0.1 -0.369
C -1.405 0.201 6.235 0.0 -0.1 0.0 -0.067
C -2.022 0.344 7.469 0.0 0.1 0.1 -0.852
C -3.305 -0.145 7.673 0.0 0.0 0.0 -0.618
C -3.965 -0.805 6.645 0.0 0.0 0.0 -0.825
C -3.342 -0.967 5.418 0.1 0.1 -0.1 -0.222
H 3.213 2.141 2.875 0.0 0.0 0.1 0.385
H 1.856 1.331 3.662 0.0 0.1 0.0 0.145
H 1.786 3.063 3.329 0.0 0.0 0.0 0.386
H 2.019 0.989 1.049 0.0 0.0 0.0 0.166
H 1.653 2.703 0.909 0.0 0.0 0.0 0.571
H -2.590 2.671 1.185 0.0 0.0 0.0 0.366
H -1.218 3.611 0.617 0.0 0.0 -0.1 0.423
H -2.044 3.296 3.568 0.0 0.1 0.0 0.305
H -2.201 4.741 2.581 0.0 0.0 0.0 0.398
H -0.601 4.165 3.024 0.0 0.0 0.0 0.316
H -1.096 1.425 3.915 -0.1 0.0 0.0 0.175
H -2.557 -3.733 1.289 0.1 0.0 0.0 0.459
H -1.967 -2.133 0.796 0.0 0.0 -0.1 0.022
H -4.581 -2.680 2.327 0.0 0.0 0.0 0.391
H -4.461 -2.182 0.645 0.0 0.0 0.0 0.395
H -3.976 -1.070 1.933 0.0 0.0 0.0 0.329
H -1.649 -4.716 4.290 0.0 0.0 0.0 0.582
H -2.696 -3.586 5.141 0.0 -0.1 0.0 0.529
H 0.376 -3.639 5.376 0.0 0.0 0.0 0.123
H -0.767 -4.225 6.584 0.0 0.0 0.0 0.487
H -0.694 -2.504 6.219 0.0 0.0 0.0 0.157
H -0.398 0.572 6.082 0.0 0.0 0.0 0.467
H -1.499 0.839 8.277 0.0 0.0 0.0 0.446
H -3.792 -0.015 8.630 0.0 0.0 0.0 0.437
H -4.962 -1.196 6.801 0.0 0.0 0.0 0.454
H -3.868 -1.464 4.606 -0.1 0.0 0.1 0.401
C 5.651 0.956 -7.280 0.0 0.0 0.0 -1.438
C 4.939 0.574 -6.016 -0.1 0.0 0.0 0.829
C 3.882 -0.343 -6.048 0.0 0.0 0.0 -0.859
C 3.213 -0.694 -4.894 0.1 0.1 0.1 -0.707
C 3.611 -0.128 -3.683 -0.2 -0.1 0.0 0.117
C 4.660 0.775 -3.621 0.0 0.0 0.3 -0.218
C 5.315 1.120 -4.790 0.1 0.0 -0.1 -0.770
S 2.675 -0.519 -2.256 -0.3 -0.4 0.5 1.895
O 2.528 -1.985 -2.136 -0.1 -0.1 -0.4 -0.930
O 3.166 0.158 -1.091 0.2 0.2 -0.3 -0.628
N 1.129 -0.119 -2.576 0.2 0.1 0.1 -0.126
C 0.678 1.218 -2.270 -0.1 -0.3 0.3 -0.729
C -0.431 1.268 -1.208 -0.9 0.6 -0.1 0.488
O -1.284 2.154 -1.316 0.2 -0.3 -0.7 -0.922
O -0.423 0.423 -0.212 0.4 0.4 0.5 -0.321
H 5.023 0.787 -8.153 0.0 0.0 0.0 0.377
H 6.555 0.356 -7.401 0.0 0.0 0.0 0.309
H 5.952 2.002 -7.262 0.0 0.0 0.0 0.391
H 3.591 -0.781 -6.996 0.0 0.0 0.0 0.378
H 2.390 -1.398 -4.915 0.0 0.0 -0.1 0.255
H 4.958 1.198 -2.669 0.0 0.0 -0.1 0.510
H 6.135 1.826 -4.753 0.0 0.0 0.0 0.433
H 0.342 1.724 -3.176 -0.1 0.1 0.1 0.239
H 1.499 1.796 -1.827 0.0 0.1 -0.1 0.507
C -0.124 -6.280 2.380 0.1 0.0 0.0 -1.215
C 1.252 -5.632 2.525 -0.2 -0.1 0.0 0.115
C 1.592 -4.739 1.332 0.0 0.3 -0.2 -1.137
S 1.292 -2.960 1.618 0.1 -0.2 0.3 0.843
O 0.204 -2.948 2.718 0.2 -0.1 0.1 -0.706
C 2.793 -2.607 2.571 -0.1 0.1 -0.1 -1.081
C 2.627 -1.384 3.460 0.1 0.0 0.0 0.784
C 3.851 -1.201 4.356 0.0 0.0 -0.1 -1.634
H -0.322 -6.937 3.226 0.0 0.0 0.0 0.375
H -0.175 -6.882 1.472 0.0 0.0 0.0 0.425
H -0.912 -5.525 2.339 0.0 0.0 0.0 0.077
H 2.013 -6.408 2.598 0.0 0.0 0.0 0.488
H 1.287 -5.060 3.453 0.1 0.0 0.0 -0.066
H 1.009 -5.007 0.450 0.0 0.0 0.0 0.510
H 2.646 -4.769 1.050 0.0 0.0 0.0 0.598
H 3.566 -2.448 1.813 0.0 -0.1 0.0 0.608
H 3.024 -3.499 3.154 0.0 0.0 0.0 0.536
H 1.735 -1.502 4.077 0.0 0.0 0.0 0.030
H 2.489 -0.500 2.834 0.0 -0.1 0.0 -0.344
H 3.984 -2.060 5.017 0.0 0.0 0.0 0.403
H 3.730 -0.316 4.979 0.0 0.0 0.0 0.415
H 4.761 -1.081 3.766 0.0 0.0 0.0 0.403
N -3.650 -0.931 -7.059 0.3 0.1 0.2 -0.233
C -3.833 -1.156 -5.580 0.1 0.1 0.3 -1.007
P -2.554 -0.086 -4.725 0.3 -0.5 -0.4 1.017
O -1.888 0.603 -5.881 -0.1 0.2 0.1 -1.029
O -1.755 -0.950 -3.779 -0.5 0.5 0.0 -0.408
C -3.484 1.270 -3.869 0.1 -0.4 0.1 -0.720
N -2.705 2.530 -4.089 0.9 -0.1 1.4 -0.204
H -3.385 -1.777 -7.560 0.0 -0.1 0.0 0.352
H -2.856 -0.237 -7.120 -0.1 -0.1 -0.1 0.363
H -4.472 -0.544 -7.518 -0.1 0.0 0.0 0.344
H -3.659 -2.198 -5.329 0.0 0.0 -0.1 0.346
H -4.846 -0.899 -5.280 -0.1 0.0 -0.1 0.409
H -3.596 1.070 -2.805 0.0 0.2 0.0 0.293
H -4.467 1.377 -4.322 0.0 0.1 0.0 0.524
H -2.209 2.452 -4.985 0.1 0.0 -0.2 0.413
H -1.992 2.629 -3.295 -0.7 0.0 -0.7 0.132
H -3.292 3.361 -4.093 -0.1 0.1 0.1 0.395
```
Forces are in eV/Å.

The total charge is +3. The energy above the lowest of the compared OMol25 structures with the same formula, charge and spin is 26.9 kJ/mol. The calculation puts the orbital gap at 6.53 eV.

[3]
Formula: C33H59NO22S2
Source: the OMol25 dataset
Level of theory: ωB97M-V/def2-TZVPD

```
117
Properties=species:S:1:pos:R:3:forces:R:3:mulliken_charge:R:1
C 3.058 -4.968 -1.817 -0.1 -0.4 1.0 -1.101
C 2.780 -4.818 -0.226 0.8 0.7 -0.1 -0.088
C 3.507 -3.477 0.323 0.7 -1.7 0.0 0.211
O 2.560 -2.399 0.615 2.2 2.5 -0.9 -0.010
C 3.196 -1.139 0.412 -1.0 2.0 -0.9 0.508
C 2.598 0.046 -0.097 1.5 -1.9 1.0 -0.460
C 1.077 0.255 -0.537 0.9 0.2 0.6 -0.130
C 0.880 0.428 -2.118 -0.5 0.7 -0.2 -0.551
C -0.314 -0.460 -2.730 1.2 -0.5 -0.9 -0.635
S -1.838 -0.441 -1.636 -0.5 -0.4 -0.1 0.056
C -2.895 -1.897 -2.008 0.6 -1.8 -1.7 -0.114
S -2.298 -3.004 -3.146 -0.7 1.2 1.5 -0.244
N -4.211 -2.161 -1.430 1.7 2.1 0.8 0.188
C -4.159 -3.139 -0.306 0.4 -2.9 0.3 -0.321
C -4.263 -4.661 -0.892 -0.5 0.6 -0.3 -1.144
C -4.962 -0.911 -1.094 0.4 1.1 0.2 -0.732
C -4.680 -0.310 0.361 -1.0 0.8 0.1 -0.779
C 3.782 1.089 -0.120 0.0 3.0 -1.2 0.190
O 3.796 2.278 -0.462 -0.8 -3.8 1.0 -0.581
O 5.043 0.545 0.273 -3.1 -2.4 0.5 -0.288
C 4.726 -0.774 0.739 1.9 -1.3 1.1 0.550
O 5.582 -1.436 1.338 -2.8 2.1 -2.9 -0.557
H 2.306 -4.350 -2.402 0.9 -1.0 0.6 0.251
H 4.101 -4.614 -2.110 -1.3 -0.5 0.6 0.322
H 3.013 -6.085 -2.036 -0.2 1.6 -0.2 0.352
H 1.667 -4.804 0.008 1.4 0.1 -0.4 0.026
H 3.234 -5.700 0.353 -0.6 1.3 -1.0 0.257
H 4.249 -3.157 -0.493 -1.1 -0.3 1.4 0.332
H 4.070 -3.697 1.298 -0.7 0.3 -1.6 -0.355
H 0.666 1.205 -0.043 0.7 -1.5 -0.5 0.356
H 0.509 -0.643 -0.098 0.8 1.3 -0.9 0.207
H 1.838 0.192 -2.704 -1.5 0.1 0.9 0.409
H 0.653 1.535 -2.342 0.4 -1.7 0.5 0.207
H -0.540 -0.056 -3.783 0.0 -0.6 1.7 0.361
H 0.101 -1.514 -2.873 -1.0 1.3 0.4 0.333
H -3.177 -3.108 0.285 -1.4 0.4 -0.7 0.190
H -5.023 -3.045 0.437 1.1 0.4 -1.4 0.344
H -3.260 -5.056 -1.263 -1.4 0.5 0.7 0.247
H -4.955 -4.611 -1.801 0.9 -0.1 1.2 0.350
H -4.742 -5.369 -0.133 0.9 1.0 -0.9 0.310
H -4.629 -0.108 -1.845 -0.6 -1.2 1.0 0.454
H -6.069 -1.108 -1.280 1.4 0.2 0.5 0.326
H -3.618 0.080 0.509 -1.3 -0.8 -0.3 0.176
H -4.979 -0.998 1.223 0.6 0.8 -1.3 0.273
H -5.361 0.615 0.465 1.0 -1.3 -0.1 0.336
C 4.408 -2.346 3.481 0.1 0.0 0.2 -0.603
O 4.040 -2.126 4.844 0.1 -0.2 0.4 -0.320
C 4.975 -2.495 5.732 -0.2 0.1 0.0 0.737
O 6.049 -2.976 5.470 -0.3 0.1 0.1 -0.544
O 4.505 -2.236 6.963 0.0 0.0 -0.3 -0.338
C 5.403 -2.582 8.015 0.2 -0.1 0.4 -0.623
H 3.581 -2.013 2.855 -0.1 0.0 0.4 0.313
H 5.290 -1.766 3.226 -0.1 -0.3 0.4 0.403
H 4.576 -3.409 3.296 0.2 0.1 0.1 0.167
H 6.329 -2.009 7.936 0.0 -0.2 -0.1 0.290
H 5.611 -3.654 8.008 0.1 0.1 -0.1 0.289
H 4.921 -2.330 8.960 -0.2 0.1 -0.3 0.223
C -0.584 5.067 -1.446 0.4 0.2 0.1 -0.700
O -1.703 4.210 -1.678 -0.4 0.0 -0.1 -0.184
C -2.831 4.856 -2.010 0.1 -0.3 0.0 0.649
O -2.956 6.049 -2.119 0.0 -0.2 0.0 -0.563
O -3.795 3.941 -2.198 0.3 0.2 0.1 -0.204
C -5.061 4.493 -2.558 -0.4 0.1 -0.1 -0.670
H 0.268 4.438 -1.187 -0.2 -0.1 -0.1 0.187
H -0.336 5.631 -2.348 -0.1 0.1 0.2 0.356
H -0.782 5.743 -0.612 0.0 0.0 -0.2 0.303
H -4.991 5.033 -3.505 0.0 0.1 0.2 0.288
H -5.437 5.146 -1.768 0.1 0.1 -0.1 0.334
H -5.760 3.666 -2.684 0.3 -0.1 0.1 0.190
C 7.450 -10.454 0.139 0.0 -0.3 -0.3 -0.618
O 7.526 -9.593 1.274 -0.2 0.4 0.1 -0.331
C 6.869 -8.432 1.129 0.1 0.0 0.2 0.751
O 6.251 -8.086 0.153 0.2 -0.1 0.3 -0.542
O 7.021 -7.725 2.258 0.0 -0.3 -0.3 -0.321
C 6.369 -6.457 2.243 -0.2 0.5 0.1 -0.593
H 8.015 -11.358 0.369 0.0 0.2 0.2 0.218
H 6.415 -10.735 -0.063 0.1 0.2 -0.1 0.291
H 7.899 -9.980 -0.735 -0.2 0.0 0.1 0.289
H 5.290 -6.580 2.125 0.1 0.0 -0.1 0.245
H 6.775 -5.823 1.452 -0.1 -0.1 0.0 0.322
H 6.557 -5.973 3.202 0.1 -0.3 0.0 0.281
C -2.836 -7.621 4.022 -0.3 -0.3 0.1 -0.613
O -1.651 -6.843 3.865 0.1 0.3 -0.2 -0.350
C -1.786 -5.797 3.035 0.2 0.0 0.1 0.726
O -2.790 -5.488 2.443 0.3 -0.1 0.2 -0.520
O -0.608 -5.156 2.978 -0.3 -0.3 0.1 -0.296
C -0.604 -4.013 2.124 0.1 0.4 -0.2 -0.464
H -2.610 -8.435 4.712 0.2 0.2 -0.1 0.225
H -3.640 -7.018 4.450 0.0 0.0 -0.2 0.283
H -3.144 -8.052 3.067 -0.1 0.2 0.1 0.291
H -1.319 -3.266 2.477 0.0 -0.1 -0.1 0.379
H -0.823 -4.301 1.093 -0.1 0.0 0.1 0.235
H 0.395 -3.577 2.156 0.0 -0.2 0.2 0.086
C -9.621 9.473 -1.510 -0.4 -0.1 0.2 -0.621
O -8.465 9.915 -2.219 0.3 -0.1 0.0 -0.330
C -7.333 9.282 -1.873 0.1 0.1 -0.1 0.756
O -7.233 8.411 -1.045 -0.1 0.2 -0.3 -0.536
O -6.332 9.789 -2.609 -0.4 0.0 0.1 -0.334
C -5.057 9.205 -2.344 0.4 -0.2 0.0 -0.292
H -10.473 10.051 -1.870 0.3 0.1 -0.1 0.220
H -9.813 8.416 -1.705 0.1 0.1 0.1 0.291
H -9.509 9.654 -0.439 0.1 -0.2 -0.1 0.289
H -5.067 8.137 -2.572 0.0 0.1 0.2 0.166
H -4.764 9.376 -1.306 -0.1 -0.2 -0.1 0.318
H -4.326 9.688 -2.992 -0.3 0.1 0.0 0.080
C 2.828 10.149 -2.279 0.4 -0.1 0.2 -0.608
O 1.702 10.607 -3.025 -0.3 -0.2 -0.1 -0.337
C 0.686 9.732 -3.081 0.0 0.2 -0.1 0.774
O 0.662 8.640 -2.568 0.0 0.3 -0.2 -0.523
O -0.299 10.284 -3.806 0.3 0.0 0.2 -0.339
C -1.452 9.457 -3.949 -0.4 -0.2 -0.1 -0.525
H 3.584 10.934 -2.302 -0.3 0.1 -0.2 0.216
H 2.552 9.965 -1.239 0.0 -0.1 -0.2 0.286
H 3.250 9.249 -2.731 -0.1 0.0 0.1 0.287
H -1.898 9.246 -2.974 0.2 -0.2 -0.1 0.212
H -1.200 8.530 -4.467 0.0 0.0 0.2 0.293
H -2.182 10.000 -4.551 0.3 0.2 0.0 0.271
```
Forces are in eV/Å.

The SMILES is CCCOC1=C(CCCSC(=S)N(CC)CC)C(=O)OC1=O.COC(=O)OC.COC(=O)OC.COC(=O)OC.COC(=O)OC.COC(=O)OC.COC(=O)OC. The calculation puts the orbital gap at 7.38 eV.